[1]
Molecular formula: C31H20NPPtTe
Method: DFT, the ωB97M-V functional and the def2-TZVPD basis

```
! RIJCOSX wB97M-V def2-TZVPD def2/J DEFGRID3
* xyz 0 1
Pt -0.592 0.583 -0.203
C 5.904 -1.908 -1.874
C 4.998 -2.787 -1.297
C 3.763 -2.323 -0.871
C 3.427 -0.976 -1.004
C 4.338 -0.102 -1.593
C 5.571 -0.570 -2.024
P 1.803 -0.452 -0.347
C 1.639 1.214 -1.108
C 2.113 2.407 -0.548
C 1.986 3.596 -1.235
C 1.396 3.615 -2.498
C 0.950 2.442 -3.082
C 1.066 1.243 -2.390
C 2.140 -0.110 1.406
C 3.393 -0.204 1.954
C 3.583 -0.094 3.348
C 2.504 0.035 4.170
C 1.189 0.107 3.648
C 0.064 0.149 4.509
C -1.195 0.162 3.993
C -1.396 0.222 2.594
C -0.328 0.227 1.733
C 1.002 0.096 2.245
H 6.867 -2.268 -2.212
H 5.249 -3.834 -1.185
H 3.053 -3.013 -0.428
H 4.091 0.944 -1.717
H 6.274 0.116 -2.480
H 2.546 2.388 0.445
H 2.331 4.518 -0.786
H 1.292 4.553 -3.029
H 0.498 2.456 -4.064
H 0.768 0.312 -2.861
H 4.248 -0.395 1.317
H 4.583 -0.151 3.758
H 2.635 0.067 5.245
H 0.226 0.150 5.580
H -2.055 0.168 4.650
H -2.399 0.304 2.201
N -10.106 -2.034 -1.568
C -9.000 -1.767 -1.403
C -7.612 -1.433 -1.199
C -6.983 -1.778 -0.006
C -5.653 -1.455 0.186
C -4.935 -0.786 -0.808
C -5.577 -0.446 -2.001
C -6.907 -0.766 -2.198
C -3.557 -0.442 -0.608
C -2.361 -0.238 -0.550
H -7.539 -2.297 0.762
H -5.156 -1.722 1.109
H -5.020 0.071 -2.769
H -7.404 -0.504 -3.122
Te -1.718 2.711 0.216
*
```

Summary:
- E_HOMO (spin up / spin down) (eV) = -7.7 / -7.2
- Kohn-Sham gap (spin up / spin down) (eV) = 6.32 / 5.81
- DFT total energy (Ha) = -1976.6381
- E_LUMO (spin up / spin down) (eV) = -1.333 / -1.380

Atom charges from the Mulliken analysis, given in e for atoms 1 to 5:
1. Pt 1.67
2. C -0.44
3. C -0.70
4. C -0.15
5. C -0.10

***

[2]
Molecular formula: C31H21AsN3S6SeTi
Method: DFT, the ωB97M-V functional and the def2-TZVPD basis

```
! RIJCOSX wB97M-V def2-TZVPD def2/J DEFGRID3
* xyz -2 2
Ti -1.817 -1.076 0.323
S -7.700 -4.323 3.563
C -6.365 -3.675 2.753
S -6.452 -2.564 1.470
C -4.757 -2.368 1.111
C -3.933 -3.075 1.892
S -2.195 -3.111 1.707
S -4.740 -4.041 3.099
S -4.224 -1.357 -0.221
S -0.266 -2.493 -1.249
C 1.179 -3.245 -0.569
C 1.803 -4.323 -1.227
C 2.958 -4.914 -0.722
C 3.535 -4.454 0.460
C 2.941 -3.384 1.116
C 1.792 -2.775 0.605
As 0.813 -1.336 1.472
C 1.611 0.197 0.506
C 2.185 0.079 -0.756
C 2.643 1.213 -1.439
C 2.542 2.473 -0.856
C 1.975 2.593 0.413
C 1.505 1.464 1.079
C 1.844 -1.167 3.093
C 1.357 -1.833 4.215
C 2.071 -1.811 5.411
C 3.273 -1.112 5.490
C 3.754 -0.436 4.369
C 3.038 -0.464 3.174
H 1.351 -4.693 -2.143
H 3.407 -5.748 -1.253
H 4.429 -4.921 0.865
H 3.384 -3.019 2.034
H 2.251 -0.887 -1.224
H 3.073 1.104 -2.432
H 2.898 3.355 -1.386
H 1.872 3.574 0.876
H 1.011 1.576 2.030
H 0.416 -2.363 4.155
H 1.682 -2.332 6.281
H 3.831 -1.088 6.421
H 4.688 0.114 4.422
H 3.413 0.059 2.306
N -1.337 8.383 -4.420
C -1.437 7.280 -4.142
C -1.564 5.862 -3.781
C -1.322 5.437 -2.489
C -1.444 4.104 -2.144
C -1.818 3.163 -3.104
C -2.056 3.585 -4.404
C -1.930 4.926 -4.732
N -1.939 1.832 -2.741
C -2.326 0.728 -3.538
C -2.257 -0.329 -2.717
N -1.835 0.076 -1.423
C -1.656 1.346 -1.484
H -1.034 6.160 -1.737
H -1.250 3.795 -1.122
H -2.337 2.875 -5.169
H -2.116 5.249 -5.747
H -2.633 0.806 -4.569
H -2.477 -1.356 -2.933
H -1.358 1.932 -0.628
Se -1.951 0.737 1.792
*
```

Summary:
- E_HOMO (spin up / spin down) (eV) = -1.0 / -1.1
- Kohn-Sham gap (spin up / spin down) (eV) = 4.54 / 4.65
- energy above the lowest of the compared OMol25 structures with the same formula, charge and spin (kcal per mole) = 21.6
- DFT total energy (Ha) = -9234.1684
- E_LUMO (spin up / spin down) (eV) = 3.568 / 3.569

Atom charges from the Mulliken analysis, given in e for atoms 1 to 5:
1. Ti 0.47
2. S -0.40
3. C 0.09
4. S -0.16
5. C 0.08

***

[3]
Molecular formula: C31H21AuN7O2S3Se
Method: DFT, the ωB97M-V functional and the def2-TZVPD basis

```
! RIJCOSX wB97M-V def2-TZVPD def2/J DEFGRID3
* xyz 1 1
Au 0.034 0.250 -0.376
N 6.828 2.041 -1.348
C 5.808 1.184 -1.125
C 4.760 1.533 -0.252
C 3.737 0.645 -0.013
C 3.738 -0.597 -0.634
C 4.750 -0.955 -1.509
C 5.782 -0.076 -1.753
S 2.355 -1.674 -0.346
O 2.656 -3.045 -0.606
O 1.751 -1.318 0.918
N 1.232 -1.084 -1.419
C 0.937 -1.511 -2.635
N -0.171 -0.988 -3.196
C -0.544 -1.401 -4.382
C 0.153 -2.373 -5.088
C 1.299 -2.841 -4.456
N 1.684 -2.406 -3.282
H 6.856 2.933 -0.889
H 7.587 1.793 -1.955
H 4.766 2.500 0.229
H 2.940 0.883 0.674
H 4.715 -1.929 -1.970
H 6.582 -0.346 -2.425
H -1.455 -0.961 -4.769
H -0.165 -2.729 -6.051
H 1.933 -3.593 -4.907
S -1.274 -5.532 0.158
C -1.925 -7.049 0.598
C -2.831 -6.958 1.614
C -3.018 -5.640 2.049
C -2.250 -4.727 1.360
C -2.231 -3.295 1.494
C -1.330 -2.517 0.730
N -1.321 -1.214 0.756
C -2.158 -0.533 1.553
C -3.094 -1.208 2.371
C -3.983 -0.438 3.182
C -3.938 0.914 3.179
C -2.997 1.624 2.371
C -2.928 3.018 2.335
C -1.992 3.653 1.522
C -1.125 2.828 0.778
N -1.181 1.518 0.796
C -2.099 0.890 1.560
C -1.900 5.084 1.421
C -1.138 5.850 0.565
C -1.344 7.227 0.734
C -2.247 7.510 1.716
S -2.871 6.103 2.452
C -3.114 -2.604 2.321
H -1.607 -7.934 0.084
H -3.350 -7.802 2.029
H -3.690 -5.375 2.843
H -0.600 -2.984 0.083
H -4.699 -0.965 3.793
H -4.615 1.492 3.788
H -3.608 3.606 2.934
H -0.361 3.269 0.158
H -0.450 5.450 -0.157
H -0.846 7.979 0.149
H -2.585 8.470 2.051
H -3.832 -3.137 2.925
Se 1.030 1.802 -2.325
C 1.367 3.344 -1.467
N 1.583 4.346 -0.937
*
```

Summary:
- E_HOMO (spin up / spin down) (eV) = -10.3 / -10.3
- Kohn-Sham gap (spin up / spin down) (eV) = 4.83 / 4.83
- energy above the lowest of the compared OMol25 structures with the same formula, charge and spin (kcal per mole) = 25.4
- DFT total energy (Ha) = -5459.1712
- E_LUMO (spin up / spin down) (eV) = -5.423 / -5.422

Atom charges from the Mulliken analysis, given in e for atoms 1 to 5:
1. Au 1.20
2. N -0.47
3. C 1.19
4. C -0.90
5. C -0.53

***

[4]
Molecular formula: C31H21F9IrN8O5S4
Method: DFT, the ωB97M-V functional and the def2-TZVPD basis

```
! RIJCOSX wB97M-V def2-TZVPD def2/J DEFGRID3
* xyz 0 2
Ir -0.574 1.204 0.112
N 2.386 4.305 0.610
C 1.627 3.236 0.293
S 0.175 2.998 1.254
N 2.034 2.453 -0.660
N 1.213 1.392 -0.855
C 1.354 0.645 -1.901
C 2.268 0.912 -3.030
C 1.729 0.855 -4.317
C 2.513 1.143 -5.422
C 3.848 1.480 -5.256
C 4.388 1.547 -3.979
C 3.601 1.279 -2.870
C 0.450 -0.519 -1.929
C 0.659 -1.628 -2.733
C -0.170 -2.728 -2.590
C -1.180 -2.709 -1.644
C -1.344 -1.579 -0.864
N -0.553 -0.515 -1.024
H 2.004 5.017 1.207
H 3.111 4.570 -0.035
H 0.679 0.624 -4.452
H 2.075 1.113 -6.411
H 4.464 1.700 -6.118
H 5.426 1.823 -3.843
H 4.017 1.371 -1.880
H 1.476 -1.631 -3.439
H -0.013 -3.603 -3.207
H -1.839 -3.553 -1.498
H -2.111 -1.498 -0.104
C 4.556 -0.359 0.250
C 3.500 -0.674 1.249
N 2.246 -0.286 1.199
C 1.654 -0.798 2.321
C 2.566 -1.513 3.062
N 3.732 -1.414 2.360
C 2.586 -2.314 4.316
O 1.462 -2.433 4.981
O 3.629 -2.824 4.661
C 0.223 -0.595 2.604
O -0.287 -1.128 3.595
O -0.499 0.114 1.817
H 4.712 0.718 0.197
H 4.262 -0.710 -0.740
H 5.500 -0.836 0.512
H 4.588 -1.850 2.668
H 0.719 -1.942 4.513
S -3.630 -0.911 5.856
C -3.462 -0.633 4.245
S -3.241 0.935 3.510
C -3.148 0.196 1.945
N -3.278 -1.082 1.954
N -3.459 -1.538 3.230
C -3.562 -2.954 3.412
C -2.472 -3.747 3.098
C -2.573 -5.121 3.252
C -3.750 -5.684 3.724
C -4.832 -4.873 4.043
C -4.742 -3.499 3.886
S -2.911 1.107 0.475
H -1.558 -3.275 2.761
H -1.725 -5.752 3.016
H -3.824 -6.756 3.851
H -5.747 -5.312 4.417
H -5.568 -2.850 4.140
F -2.830 5.319 -1.777
C -2.690 4.073 -1.304
F -3.891 3.495 -1.337
F -2.315 4.171 -0.031
C -1.648 3.265 -2.149
O -1.136 2.133 -1.606
C -0.483 4.233 -2.554
F 0.560 3.544 -3.016
F -0.056 4.925 -1.481
F -0.828 5.114 -3.496
C -2.362 2.777 -3.456
F -1.449 2.381 -4.358
F -3.109 3.725 -4.028
F -3.143 1.732 -3.199
*
```

Summary:
- E_HOMO (spin up / spin down) (eV) = -7.7 / -7.7
- Kohn-Sham gap (spin up / spin down) (eV) = 6.31 / 4.59
- energy above the lowest of the compared OMol25 structures with the same formula, charge and spin (kcal per mole) = 10.2
- DFT total energy (Ha) = -4604.2093
- E_LUMO (spin up / spin down) (eV) = -1.423 / -3.143

Atom charges from the Mulliken analysis, given in e for atoms 1 to 5:
1. Ir 2.66
2. N -0.44
3. C 0.48
4. S -0.66
5. N -1.43

***

[5]
Molecular formula: C31H22BiCl2N6O3S
Method: DFT, the ωB97M-V functional and the def2-TZVPD basis

```
! RIJCOSX wB97M-V def2-TZVPD def2/J DEFGRID3
* xyz 1 1
Bi -1.208 0.860 -0.593
C -2.794 -0.306 3.630
C -2.609 -0.054 2.168
N -1.476 0.343 1.681
N -0.430 0.540 2.502
C 0.505 1.321 1.981
O 0.428 1.871 0.831
C 1.705 1.547 2.817
C 2.545 2.618 2.523
C 3.668 2.857 3.296
C 3.962 2.020 4.363
C 3.129 0.948 4.658
C 2.002 0.709 3.892
C -3.732 -0.228 1.240
C -5.009 -0.558 1.686
C -6.031 -0.699 0.762
C -5.763 -0.524 -0.586
C -4.471 -0.189 -0.955
N -3.495 -0.036 -0.066
H -1.857 -0.118 4.142
H -3.098 -1.339 3.807
H -3.560 0.352 4.044
H 2.288 3.261 1.691
H 4.317 3.694 3.075
H 4.842 2.200 4.967
H 3.365 0.302 5.493
H 1.349 -0.124 4.108
H -5.199 -0.697 2.740
H -7.031 -0.945 1.093
H -6.533 -0.641 -1.335
H -4.189 -0.034 -1.990
Cl -0.460 -5.814 -4.209
C -0.672 -4.454 -3.167
C -0.561 -4.628 -1.784
C -0.713 -3.552 -0.947
Cl -0.582 -3.764 0.762
C -0.968 -2.237 -1.429
O -1.016 -1.286 -0.534
C -1.139 -2.105 -2.828
C -1.597 -0.900 -3.476
O -1.964 0.149 -2.955
C -0.964 -3.219 -3.673
H -0.353 -5.609 -1.380
H -1.660 -0.986 -4.574
H -1.085 -3.085 -4.741
N 3.008 1.667 -1.746
C 3.351 0.454 -1.193
C 4.585 -0.102 -0.884
C 4.575 -1.373 -0.348
C 3.370 -2.048 -0.115
C 2.148 -1.485 -0.417
C 2.135 -0.214 -0.987
N 1.095 0.604 -1.419
C 1.663 1.722 -1.854
C 0.999 2.881 -2.429
C 1.615 4.050 -2.787
S 0.487 5.132 -3.464
C -0.750 3.963 -3.212
N -0.346 2.857 -2.679
H 3.653 2.391 -2.010
H 5.505 0.444 -1.046
H 5.510 -1.853 -0.097
H 3.402 -3.037 0.323
H 1.234 -2.004 -0.182
H 2.651 4.331 -2.692
H -1.775 4.156 -3.494
*
```

Summary:
- E_HOMO (eV) = -10.6
- Kohn-Sham gap (eV) = 7.41
- energy above the lowest of the compared OMol25 structures with the same formula, charge and spin (kcal per mole) = 3.5
- DFT total energy (Ha) = -3281.8505
- E_LUMO (eV) = -3.233

Atom charges from the Mulliken analysis, given in e for atoms 1 to 5:
1. Bi 1.56
2. C -1.75
3. C 0.82
4. N 0.99
5. N -1.27

***

[6]
Molecular formula: C31H22Cl3N5OPRuSeSi
Method: DFT, the ωB97M-V functional and the def2-TZVPD basis

```
! RIJCOSX wB97M-V def2-TZVPD def2/J DEFGRID3
* xyz 3 1
Ru -0.493 -0.088 -0.037
O -1.281 0.544 -2.708
N -1.720 0.847 -1.430
C -2.684 1.676 -1.304
C -3.288 2.151 -0.058
C -4.215 3.177 -0.235
C -4.903 3.728 0.838
C -4.681 3.238 2.112
C -3.759 2.213 2.311
C -3.048 1.662 1.248
P -2.017 0.241 1.660
C -1.476 0.414 3.351
C -0.858 1.607 3.754
C -0.433 1.754 5.061
C -0.623 0.722 5.976
C -1.259 -0.449 5.588
C -1.686 -0.610 4.278
C -2.964 -1.244 1.366
C -2.435 -2.506 1.677
C -3.166 -3.644 1.401
C -4.420 -3.540 0.801
C -4.946 -2.296 0.484
C -4.223 -1.146 0.762
H -1.740 1.109 -3.355
H -3.106 2.098 -2.216
H -4.404 3.556 -1.232
H -5.612 4.527 0.672
H -5.220 3.643 2.958
H -3.606 1.841 3.315
H -0.741 2.434 3.068
H 0.031 2.680 5.375
H -0.292 0.843 6.999
H -1.438 -1.236 6.308
H -2.209 -1.517 4.003
H -1.463 -2.600 2.144
H -2.772 -4.617 1.665
H -4.992 -4.435 0.594
H -5.926 -2.218 0.035
H -4.655 -0.180 0.534
Se 2.358 -7.131 0.740
N 2.553 -5.650 1.690
C 1.801 -4.735 1.132
C 1.685 -3.372 1.634
C 2.322 -2.917 2.794
C 2.126 -1.614 3.191
C 1.323 -0.777 2.422
N 0.715 -1.191 1.310
C 0.886 -2.481 0.926
C 0.137 -2.898 -0.241
N -0.666 -1.957 -0.809
C -1.442 -2.310 -1.840
C -1.430 -3.595 -2.366
C -0.601 -4.546 -1.815
C 0.196 -4.201 -0.717
C 1.071 -5.142 -0.030
N 1.233 -6.385 -0.407
H 2.950 -3.597 3.356
H 2.593 -1.219 4.083
H 1.178 0.256 2.703
H -2.080 -1.549 -2.259
H -2.071 -3.825 -3.205
H -0.560 -5.557 -2.202
Cl 3.228 0.866 0.544
Si 1.511 1.078 -0.428
Cl 0.186 2.356 0.523
Cl 1.767 1.388 -2.371
*
```

Summary:
- E_HOMO (eV) = -16.5
- Kohn-Sham gap (eV) = 5.74
- energy above the lowest of the compared OMol25 structures with the same formula, charge and spin (kcal per mole) = 4.8
- DFT total energy (Ha) = -6050.5338
- E_LUMO (eV) = -10.753

Atom charges from the Mulliken analysis, given in e for atoms 1 to 5:
1. Ru -0.01
2. O -0.40
3. N 0.50
4. C -0.13
5. C 0.22

***

[7]
Molecular formula: C31H22CoN5O
Method: DFT, the ωB97M-V functional and the def2-TZVPD basis

```
! RIJCOSX wB97M-V def2-TZVPD def2/J DEFGRID3
* xyz 1 4
Co 0.001 0.172 0.153
C 3.772 1.597 -0.243
C 3.707 2.970 -0.441
C 2.473 3.546 -0.666
C 1.314 2.765 -0.674
N 1.394 1.444 -0.492
C 2.595 0.880 -0.295
C -1.314 2.829 -0.594
C -2.499 3.582 -1.007
C -3.729 3.040 -0.987
C -3.927 1.646 -0.747
C -2.886 0.822 -0.525
C -1.520 1.308 -0.335
H 4.710 1.098 -0.068
H 4.601 3.574 -0.436
H 2.390 4.606 -0.840
H 2.607 -0.199 -0.179
H -2.342 4.591 -1.356
H -4.589 3.630 -1.259
H -4.922 1.243 -0.856
H -3.030 -0.249 -0.532
C 0.147 10.630 8.648
O 0.179 9.282 9.067
C 0.206 8.318 8.132
C 0.251 8.549 6.754
C 0.260 7.488 5.879
C 0.229 6.166 6.335
C 0.192 5.938 7.716
C 0.182 6.994 8.596
C 0.195 5.120 5.346
N 0.135 5.353 4.053
C 0.008 4.149 3.451
C 0.028 3.124 4.423
N 0.160 3.771 5.617
C 0.013 1.758 4.065
C 0.260 0.662 4.907
C 0.319 -0.602 4.370
C 0.173 -0.762 2.991
N -0.101 0.244 2.177
C -0.236 1.486 2.691
C -0.568 2.555 1.777
N -1.312 2.277 0.708
C 0.015 3.502 -0.963
C 0.006 4.820 -0.212
C -0.126 4.948 1.118
C -0.221 3.886 2.082
H 0.094 11.224 9.558
H -0.736 10.831 8.035
H 1.054 10.898 8.099
H 0.276 9.554 6.365
H 0.288 7.656 4.815
H 0.163 4.934 8.113
H 0.150 6.832 9.662
H 0.192 3.348 6.530
H 0.409 0.813 5.965
H 0.493 -1.466 4.992
H 0.270 -1.742 2.544
H 0.007 3.707 -2.041
H 0.094 5.716 -0.807
H -0.073 5.932 1.566
*
```

Summary:
- E_HOMO (spin up / spin down) (eV) = -9.4 / -9.4
- Kohn-Sham gap (spin up / spin down) (eV) = 6.31 / 5.93
- DFT total energy (Ha) = -2926.0117
- E_LUMO (spin up / spin down) (eV) = -3.139 / -3.517

Atom charges from the Mulliken analysis, given in e for atoms 1 to 5:
1. Co -0.23
2. C -0.73
3. C -0.61
4. C -0.71
5. C 0.23